DFT (ωB97M-V with the def2-TZVPD basis set) results for a cluster of 6 separate species, C24H40N4O6 in total at a distorted geometry.

For the HOMO energy, the calculation gives -9.94 eV. The SMILES is C[C@H]1COC(=O)O1.C[C@H]1COC(=O)O1.CCCC#N.CCCC#N.CCCC#N.CCCC#N. The total charge is 0.

Each line ends with the Löwdin charge.
Positions of all 74 atoms, in Å:
C (-2.56969, 1.60727, -20.57345)  0.012
C (-2.38848, 2.94724, -21.31269)  -0.258
C (-2.34005, 4.19599, -20.48773)  -0.084
O (-1.22349, 4.88712, -20.96634)  0.149
C (-0.59431, 4.10145, -21.72514)  -0.684
O (0.50661, 4.43879, -22.19600)  0.093
O (-1.12137, 2.97664, -21.93866)  0.164
H (-1.72533, 1.18381, -20.08993)  0.086
H (-2.83228, 0.86437, -21.25066)  0.063
H (-3.36369, 1.67000, -19.89537)  0.043
H (-3.16728, 3.09481, -22.00388)  0.132
H (-2.09035, 4.05498, -19.48238)  0.126
H (-3.18612, 4.79243, -20.56346)  0.098
C (-2.36740, 5.80790, -15.49148)  -0.023
C (-3.44382, 5.07925, -16.31695)  -0.282
C (-4.84619, 5.20885, -15.69082)  -0.102
O (-5.32579, 6.26292, -16.42567)  0.101
C (-4.72031, 6.45790, -17.48909)  -0.677
O (-5.15749, 7.23678, -18.29584)  0.138
O (-3.59743, 5.74380, -17.56586)  0.097
H (-2.40698, 5.57490, -14.41264)  0.087
H (-2.31658, 6.91011, -15.47145)  0.102
H (-1.42931, 5.36697, -15.78940)  0.073
H (-3.16394, 3.98547, -16.40653)  0.162
H (-4.89632, 5.47715, -14.62542)  0.153
H (-5.46870, 4.42689, -16.00063)  0.066
C (-8.07006, 4.15489, -15.25639)  -0.097
C (-9.64300, 4.26141, -14.98769)  -0.188
C (-10.41673, 3.17168, -15.84812)  -0.158
C (-10.85763, 3.77885, -17.12474)  -0.218
N (-11.16905, 4.26941, -18.13608)  0.161
H (-7.51984, 3.24320, -15.06198)  0.050
H (-7.46906, 4.77680, -14.56441)  0.066
H (-7.80998, 4.31602, -16.39340)  0.077
H (-10.04294, 5.25796, -15.10536)  0.087
H (-9.82685, 4.02766, -13.95515)  0.087
H (-11.13759, 2.59955, -15.27056)  0.109
H (-9.68700, 2.37749, -16.16738)  0.104
C (-10.15224, 7.34835, -17.79438)  -0.097
C (-8.73136, 7.84713, -17.40568)  -0.250
C (-8.30954, 8.91181, -18.40720)  -0.207
C (-9.31204, 9.92099, -18.63726)  -0.236
N (-10.15446, 10.71120, -18.86029)  0.142
H (-10.30098, 6.48386, -17.09164)  0.053
H (-10.03197, 6.93108, -18.81552)  0.080
H (-10.80421, 8.13068, -17.73131)  0.030
H (-8.07654, 7.03434, -17.55704)  0.057
H (-8.83079, 8.17344, -16.35350)  0.123
H (-8.18791, 8.44676, -19.35778)  0.103
H (-7.24146, 9.24302, -18.04895)  0.158
C (-5.91951, -1.00790, -19.22800)  -0.118
C (-7.30422, -0.47589, -18.80642)  -0.220
C (-7.13092, 0.29477, -17.50754)  -0.214
C (-6.18315, 1.31501, -17.42141)  -0.242
N (-5.37547, 2.14809, -17.37104)  0.196
H (-5.34300, -1.66999, -18.58739)  0.072
H (-5.20123, -0.25177, -19.64092)  0.058
H (-6.18270, -1.58489, -20.11859)  0.072
H (-8.06610, -1.24744, -18.82204)  0.113
H (-7.55803, 0.24373, -19.57848)  0.088
H (-6.77685, -0.33553, -16.68117)  0.137
H (-8.12677, 0.63841, -17.19498)  0.116
C (-7.90194, 4.44567, -19.01033)  -0.089
C (-7.25002, 4.64618, -20.40026)  -0.252
C (-5.86181, 4.05438, -20.56623)  -0.175
C (-5.95627, 2.63783, -21.01858)  -0.201
N (-6.05799, 1.56551, -21.47470)  0.168
H (-8.13652, 3.38753, -18.74847)  0.080
H (-8.83493, 4.97443, -19.01914)  0.028
H (-7.19637, 4.95646, -18.27701)  0.069
H (-7.35497, 5.63457, -20.77777)  0.101
H (-7.94924, 4.28244, -21.09519)  0.093
H (-5.34074, 4.12232, -19.58515)  0.100
H (-5.27706, 4.69965, -21.34045)  0.152